(1)
Molecular formula: C2H7NO
Method: DFT, the ωB97M-V functional and the def2-TZVPD basis

Results
HOMO ... -7.636 eV
Strongest force on any atom ... 6.078 eV/Å
Energy above the lowest of the compared OMol25 structures with the same formula, charge and spin ... 4.455 eV
HOMO-LUMO gap ... 7.703 eV

Last column: Mulliken charge in e.
Positions of all 11 atoms, in Å:
O1 0.424556 2.276238 -2.385451  -0.63
H1 1.041094 3.164725 -2.419260  0.35
N1 -0.555914 -0.515054 0.235023  -0.18
C1 0.761504 -0.680589 0.855155  -0.78
H2 -2.360478 -0.739239 1.270120  0.26
H3 0.591961 -1.409514 1.705646  0.32
H4 1.402330 -1.258251 0.226925  0.31
H5 0.694753 2.042713 -1.512983  0.27
H6 -1.589847 -2.095654 0.245276  0.26
H7 1.259845 0.189025 1.249023  0.25
C2 -1.669808 -0.974404 0.530531  -0.42

Force components x, y, z for each atom (eV/Å):
2.5 4.1 -0.8
-2.5 -3.1 -0.5
0.9 2.3 2.4
-1.2 -1.7 0.1
-2.0 1.7 0.8
0.2 1.1 -0.7
0.9 0.0 -0.8
-0.1 -1.0 1.3
-2.1 0.7 0.2
0.0 0.6 -0.1
3.3 -4.6 -2.2

(2)
Molecular formula: C2H7NO2
Method: DFT, the ωB97M-V functional and the def2-TZVPD basis

Results
HOMO ... -9.730 eV
Strongest force on any atom ... 0.886 eV/Å
Energy above the lowest of the compared OMol25 structures with the same formula, charge and spin ... 1.194 eV
HOMO-LUMO gap ... 10.342 eV

Last column: Mulliken charge in e.
Positions of all 12 atoms, in Å:
N1 -0.355465 0.913644 0.345693  -0.26
C1 -0.235576 2.214077 0.006855  0.12
O1 0.757414 -1.724945 0.212812  -0.48
H1 1.442934 -1.531305 -0.437468  0.29
H2 0.083699 -3.408716 1.153403  0.21
O2 -0.906274 2.792992 -0.821560  -0.56
C2 0.442411 -3.126006 0.169056  -0.53
H3 -1.054626 0.319335 -0.063207  0.20
H4 0.354009 0.495104 0.919266  0.22
H5 -0.370823 -3.299631 -0.531724  0.24
H6 0.505523 2.766718 0.610149  0.28
H7 1.347750 -3.677365 -0.043396  0.25

Force components x, y, z for each atom (eV/Å):
0.3 0.3 0.2
-0.5 0.4 -0.1
0.0 -0.1 0.0
-0.2 -0.1 0.1
0.0 0.0 0.2
0.0 -0.2 0.0
0.0 0.8 0.3
0.1 0.0 -0.2
-0.2 -0.2 0.1
0.2 -0.2 -0.3
0.2 -0.2 -0.1
0.0 -0.5 -0.2

(3)
Molecular formula: C2H7NO2
Method: DFT, the ωB97M-V functional and the def2-TZVPD basis

Results
HOMO ... -9.353 eV
Strongest force on any atom ... 3.570 eV/Å
Energy above the lowest of the compared OMol25 structures with the same formula, charge and spin ... 5.736 eV
HOMO-LUMO gap ... 10.351 eV

Last column: Mulliken charge in e.
Positions of all 12 atoms, in Å:
H1 -1.395371 1.438424 -0.010572  0.23
C1 -0.503772 1.515768 -0.611948  -0.23
H2 1.583446 1.799699 -0.668863  0.29
O1 0.315161 -2.425515 -0.264877  -0.48
N1 -0.199260 -1.146177 0.075995  -0.02
H3 -0.019071 -2.599699 -1.155973  0.33
O2 -0.923338 -1.289214 1.258939  -0.39
H4 0.617578 -0.357356 0.225913  0.25
H5 0.832996 1.946346 0.954193  0.30
H6 -0.393314 -1.770771 1.915577  0.31
H7 -0.635460 1.312715 -1.663049  0.23
C2 0.720406 1.575779 -0.055336  -0.82

Force components x, y, z for each atom (eV/Å):
-0.1 0.2 0.1
1.0 -0.7 0.5
0.2 -0.6 -0.2
0.5 0.4 0.2
1.3 1.4 -0.2
-0.1 0.2 0.3
0.0 0.1 0.1
-1.9 -3.0 -0.1
-0.1 -0.6 0.4
0.2 0.1 -0.2
0.0 0.2 -0.2
-0.9 2.3 -0.7

(4)
Molecular formula: C2H7NO2
Method: DFT, the ωB97M-V functional and the def2-TZVPD basis

Results
HOMO ... -9.798 eV
Strongest force on any atom ... 2.181 eV/Å
Energy above the lowest of the compared OMol25 structures with the same formula, charge and spin ... 0.919 eV
HOMO-LUMO gap ... 10.546 eV

Last column: Mulliken charge in e.
Positions of all 12 atoms, in Å:
H1 -2.356137 -1.422431 0.283406  0.28
C1 2.024191 1.199932 -0.492130  0.16
H2 -0.637457 -2.023974 0.532219  0.28
H3 3.020972 1.586119 -0.257569  0.35
H4 -1.465230 0.644923 -0.357909  0.23
H5 -0.447999 -0.400598 -1.146114  0.31
H6 -1.392019 -0.846296 1.682697  0.30
N1 -0.782414 -0.081066 -0.230072  -0.59
O1 1.693596 0.868678 -1.627433  -0.56
H7 0.396388 0.519357 0.400671  0.51
C2 -1.328216 -1.138472 0.641664  -0.76
O2 1.274329 1.093827 0.570574  -0.53

Force components x, y, z for each atom (eV/Å):
0.9 -0.1 0.5
-0.7 -0.7 -1.1
-0.9 0.8 0.4
0.1 0.2 -0.1
-0.1 0.3 -0.3
-0.3 0.1 0.5
0.2 0.2 0.1
-0.2 -0.5 0.6
0.4 0.3 1.0
0.4 0.7 -0.8
-0.3 -1.4 -1.7
0.4 0.0 0.9

(5)
Molecular formula: C2H7NO2S2
Method: DFT, the ωB97M-V functional and the def2-TZVPD basis

Results
HOMO ... -8.816 eV
Strongest force on any atom ... 4.824 eV/Å
Energy above the lowest of the compared OMol25 structures with the same formula, charge and spin ... 3.058 eV
HOMO-LUMO gap ... 9.515 eV

Last column: Mulliken charge in e.
Positions of all 14 atoms, in Å:
H1 -0.087637 -1.591626 1.095838  0.20
C1 -2.308465 -1.024754 -0.435912  -1.22
N1 -0.292750 -0.540702 0.821386  -0.46
H2 -1.343005 0.877332 -0.225237  0.28
C2 -1.245341 -0.181102 0.136538  0.21
O1 1.963955 0.927555 1.536983  -0.48
S1 1.693418 0.469401 -0.117638  0.80
H3 -3.286536 -0.651620 -0.161066  0.34
S2 3.646947 0.749072 -0.897948  -0.32
H4 1.583793 0.345771 2.133018  0.33
H5 -2.392035 -0.869338 -1.464722  0.32
H6 3.356625 2.040639 -1.431583  0.18
H7 -2.308061 -2.040546 -0.158992  0.36
O2 1.019090 1.489919 -0.830665  -0.53

Force components x, y, z for each atom (eV/Å):
-1.4 2.5 -1.1
-1.1 0.7 1.0
2.7 -2.3 2.6
0.5 -0.6 0.8
-2.3 0.5 -1.9
1.8 2.4 -3.8
2.3 -1.9 2.3
-0.3 0.3 0.7
0.2 1.6 -0.4
-1.7 -2.1 1.4
0.4 -0.1 -2.0
0.3 -1.7 0.8
0.4 -1.3 0.2
-1.9 2.0 -0.5

(6)
Molecular formula: C2H7NO2S2
Method: DFT, the ωB97M-V functional and the def2-TZVPD basis

Results
HOMO (alpha / beta) ... -7.652 / -9.428 eV
Spin multiplicity ... 3
Strongest force on any atom ... 5.029 eV/Å
Energy above the lowest of the compared OMol25 structures with the same formula, charge and spin ... 0.000 eV
HOMO-LUMO gap (alpha / beta) ... 8.361 / 6.868 eV

Last column: Mulliken spin population.
Positions of all 14 atoms, in Å:
H1 2.119406 -1.469654 -1.488086  0.00
H2 0.849730 -2.284163 -0.224646  0.00
H3 1.604174 -0.720367 1.362322  -0.01
H4 -2.370186 1.361368 1.161711  0.04
H5 -2.309373 2.084551 -0.267593  0.03
N1 1.624314 -0.518369 0.386808  0.18
O1 0.453066 1.615697 1.016159  0.14
C1 -2.576618 1.152603 0.186064  -0.07
S1 0.670919 0.765152 -0.109607  0.39
H6 2.568164 -2.281812 -0.009032  0.01
H7 -3.699380 1.261309 0.207012  0.00
C2 1.792768 -1.765035 -0.390687  0.00
S2 -1.921074 -0.385221 -0.448615  1.12
O2 1.194088 1.183937 -1.381815  0.17

Force components x, y, z for each atom (eV/Å):
-1.3 -0.8 2.1
0.2 -0.7 -1.0
-0.3 0.4 0.8
1.4 -0.1 3.0
1.0 0.2 -1.0
1.0 0.3 -0.2
0.5 1.0 1.1
-3.0 0.0 -1.8
-0.3 -2.1 -0.9
2.6 -1.7 1.5
0.8 -0.9 -0.5
-2.2 3.5 -2.9
-0.9 0.5 0.2
0.5 0.6 -0.3

(7)
Molecular formula: C2H7NO2Si
Method: DFT, the ωB97M-V functional and the def2-TZVPD basis

Results
HOMO ... -9.486 eV
Strongest force on any atom ... 3.141 eV/Å
Energy above the lowest of the compared OMol25 structures with the same formula, charge and spin ... 4.242 eV
HOMO-LUMO gap ... 10.284 eV

Last column: Mulliken charge in e.
Positions of all 13 atoms, in Å:
O1 0.328583 -0.611161 1.061408  -0.57
Si1 -2.124223 -0.391282 0.382876  0.55
H1 2.447134 0.872233 -1.018102  0.31
C1 0.922994 -0.162135 0.107775  0.74
H2 -1.855637 -1.608022 1.117239  -0.13
C2 2.332720 0.390877 -0.056594  -0.87
H3 2.425195 1.284415 0.639613  0.26
H4 -3.342012 0.106753 -0.036961  -0.20
H5 -1.980103 0.676311 1.266903  -0.15
N1 -1.212424 0.072401 -1.017318  -0.17
O2 0.201958 0.148885 -1.003748  -0.29
H6 3.122852 -0.371185 0.414555  0.27
H7 -1.267038 -0.408096 -1.857641  0.23

Force components x, y, z for each atom (eV/Å):
1.3 -0.2 0.0
1.6 0.0 0.8
0.5 -0.8 -0.4
-1.8 1.1 -0.3
-0.6 -0.8 -0.1
0.9 -0.5 3.0
-0.4 -1.1 -0.4
-2.5 -0.4 -1.1
0.6 1.3 1.6
1.2 0.2 0.9
2.0 0.7 -0.1
-1.6 1.6 -1.8
-1.2 -1.0 -1.8

(8)
Molecular formula: C2H7NO3
Method: DFT, the ωB97M-V functional and the def2-TZVPD basis

Results
HOMO ... -9.998 eV
Strongest force on any atom ... 1.331 eV/Å
Energy above the lowest of the compared OMol25 structures with the same formula, charge and spin ... 0.981 eV
HOMO-LUMO gap ... 10.762 eV

Last column: Mulliken charge in e.
Positions of all 13 atoms, in Å:
O1 1.169319 -0.641617 -0.883541  -0.53
H1 1.133984 1.084251 -1.757008  0.39
O2 0.340713 -2.067588 1.707907  -0.67
N1 -0.720302 0.766234 -0.984838  -0.15
H2 0.834018 -1.060010 -0.072513  0.33
H3 -2.490441 1.433167 -0.121195  0.34
H4 1.054396 1.341704 -0.102765  0.32
H5 0.879656 -1.668810 2.392205  0.33
H6 -1.132215 1.013587 -1.867363  0.25
C1 -1.493773 1.031608 0.112014  0.06
O3 -1.098878 0.838070 1.239093  -0.52
C2 0.711828 0.671009 -0.880299  -0.47
H7 0.811690 -2.741605 1.218305  0.32

Force components x, y, z for each atom (eV/Å):
0.1 -0.4 0.9
0.3 0.5 -1.2
-0.8 0.3 -0.5
-0.8 0.7 0.1
0.0 0.0 0.0
-0.1 -0.1 0.0
0.1 -0.5 0.9
0.4 -0.2 -0.1
0.1 -0.1 -0.2
0.7 -0.4 0.1
-0.2 0.3 0.1
-0.3 0.0 -0.6
0.5 -0.2 0.4

(9)
Molecular formula: C2H7NO3
Method: DFT, the ωB97M-V functional and the def2-TZVPD basis

Results
HOMO ... -9.906 eV
Strongest force on any atom ... 1.883 eV/Å
Energy above the lowest of the compared OMol25 structures with the same formula, charge and spin ... 0.753 eV
HOMO-LUMO gap ... 10.517 eV

Last column: Mulliken charge in e.
Positions of all 13 atoms, in Å:
H1 1.410344 -0.142390 1.487834  0.26
H2 -3.856311 0.337289 -0.409577  0.31
O1 0.429205 -1.908275 0.100569  -0.46
N1 1.343454 1.591424 0.412921  -0.59
H3 -0.444947 -2.273845 -0.054237  0.35
C1 1.561974 0.163377 0.449388  -0.43
H4 1.854244 2.062130 -0.335379  0.26
O2 -3.337425 -0.370316 0.002372  -0.63
O3 -0.050231 -0.256763 -1.277983  -0.57
C2 0.611057 -0.687204 -0.368533  0.59
H5 2.615905 -0.060382 0.281135  0.34
H6 -2.510205 -0.264876 -0.497637  0.31
H7 0.372935 1.809830 0.209127  0.25

Force components x, y, z for each atom (eV/Å):
-0.1 -0.2 0.0
-0.2 -0.3 0.3
0.9 -1.0 1.4
0.0 0.6 -0.9
-0.2 0.1 -0.7
0.3 -0.1 1.0
0.0 -0.4 0.2
0.4 0.6 -0.7
-0.2 0.3 -0.2
-0.7 0.9 -0.5
-0.1 -0.1 -0.4
0.0 -0.3 0.3
0.0 -0.2 0.2

(10)
Molecular formula: C2H7NO3
Method: DFT, the ωB97M-V functional and the def2-TZVPD basis

Results
HOMO ... -9.011 eV
Strongest force on any atom ... 5.231 eV/Å
Energy above the lowest of the compared OMol25 structures with the same formula, charge and spin ... 4.336 eV
HOMO-LUMO gap ... 9.810 eV

Last column: Mulliken charge in e.
Positions of all 13 atoms, in Å:
O1 -0.221855 0.328175 2.237929  -0.58
H1 -0.561326 1.687861 0.101601  0.22
N1 -0.612737 -1.100236 -1.689004  -0.50
O2 1.690991 0.546354 0.733434  -0.49
H2 0.100229 -1.536220 -2.269749  0.24
H3 2.179239 0.161809 -0.005395  0.36
H4 -1.422663 -0.935070 -2.286548  0.24
C1 0.480628 -0.072845 0.840720  0.01
H5 0.468275 -1.163526 0.808207  0.33
H6 0.197217 1.153012 2.517644  0.31
C2 -0.614122 0.603471 0.123416  -0.10
O3 -0.093961 0.185858 -1.343260  -0.33
H7 -1.589915 0.141357 0.231004  0.29

Force components x, y, z for each atom (eV/Å):
2.0 -1.1 -1.0
0.0 -0.2 0.2
-0.2 0.1 0.4
0.5 -0.1 0.1
0.0 0.2 0.1
-0.1 0.0 0.1
0.2 0.0 0.0
-3.0 1.8 3.9
0.1 0.2 -0.1
0.2 -0.2 -0.1
1.6 -2.1 -4.5
-1.1 0.9 0.6
0.1 0.2 0.2

(11)
Molecular formula: C2H7NO3
Method: DFT, the ωB97M-V functional and the def2-TZVPD basis

Results
HOMO ... -10.044 eV
Strongest force on any atom ... 4.415 eV/Å
Energy above the lowest of the compared OMol25 structures with the same formula, charge and spin ... 2.581 eV
HOMO-LUMO gap ... 10.429 eV

Last column: Mulliken charge in e.
Positions of all 13 atoms, in Å:
H1 0.152755 1.003215 -0.151374  0.25
H2 0.267941 -2.518763 0.476629  0.27
H3 -1.172584 0.338555 -1.712692  0.40
O1 1.332234 -0.816168 -4.268896  -0.45
H4 0.272126 -1.028551 0.928167  0.35
C1 0.446518 -0.767060 -3.442871  0.23
N1 0.000000 0.000000 0.000000  -0.54
H5 -0.968455 -1.356267 -1.181686  0.36
O2 0.644143 -0.449645 -2.141148  -0.29
H6 -0.634157 -0.814803 -3.682735  0.29
C2 -0.443896 -0.389567 -1.307372  -0.50
H7 -0.794223 -0.072661 0.645449  0.35
O3 0.677987 -1.902980 1.125419  -0.72

Force components x, y, z for each atom (eV/Å):
0.4 -0.2 1.0
0.6 0.5 0.8
0.1 -0.3 0.0
-1.4 -0.2 1.7
1.7 -1.5 0.3
0.7 0.9 -1.1
-1.3 3.9 -1.5
0.3 0.1 -0.4
1.9 -0.5 -1.1
0.2 -0.4 -0.1
-2.4 -0.7 0.4
-0.3 0.6 -0.5
-0.4 -2.4 0.5

(12)
Molecular formula: C2H7NO3
Method: DFT, the ωB97M-V functional and the def2-TZVPD basis

Results
HOMO ... -10.196 eV
Strongest force on any atom ... 0.959 eV/Å
Energy above the lowest of the compared OMol25 structures with the same formula, charge and spin ... 0.466 eV
HOMO-LUMO gap ... 10.622 eV

Last column: Mulliken charge in e.
Positions of all 13 atoms, in Å:
O1 -0.399977 -0.816334 -0.578019  -0.41
O2 -0.872475 -0.029794 1.434058  -0.57
O3 -3.809214 -0.517003 -0.414147  -0.65
H1 1.511933 0.342340 1.647389  0.25
C1 2.050378 0.773730 -0.351267  -0.82
H2 -3.900416 -1.398000 -0.030714  0.31
H3 0.375941 -1.004589 -1.125217  0.31
H4 -2.985497 -0.204544 -0.015386  0.32
C2 -0.055462 -0.199466 0.567023  0.66
H5 2.108891 0.226329 -1.279937  0.24
N1 1.277624 0.126904 0.693545  -0.27
H6 1.635564 1.766988 -0.550136  0.31
H7 3.062711 0.933437 0.002812  0.33

Force components x, y, z for each atom (eV/Å):
0.1 0.2 -0.5
-0.1 -0.1 0.0
0.2 -0.2 0.2
0.0 0.3 0.0
-0.2 0.8 0.5
-0.1 0.1 -0.1
-0.1 0.0 0.1
0.0 0.1 0.0
0.3 -0.1 0.3
-0.1 -0.4 -0.2
0.0 -0.6 -0.1
0.1 0.0 -0.3
0.1 -0.2 0.0